[1]
This record from OMol25 describes a molecular structure, C22H25F5GdNO2Te at a distorted geometry. The level of theory is ωB97M-V with the def2-TZVPD basis set.

```
57
C22H25F5GdNO2Te | OMol25 | ωB97M-V with the def2-TZVPD basis set
C 2.45091 0.25473 0.89807
C 2.37129 -0.59281 -0.24444
C 1.92479 0.19369 -1.34064
H 2.63406 -1.65167 -0.28468
C 1.66208 1.52273 -0.86270
C 2.01558 1.55599 0.51976
H 1.33172 2.36887 -1.46877
C -1.43857 -2.47639 1.11821
C -0.16139 -2.78591 0.56951
C -0.23840 -2.62721 -0.83695
H 0.70509 -3.14955 1.10711
C -1.56774 -2.20364 -1.16681
C -2.33432 -2.17192 0.05904
H 1.86287 -0.12725 -2.38032
H 1.96568 2.42929 1.16122
H 2.82145 -0.04162 1.88036
H -3.39930 -1.90871 0.16607
H 0.55658 -2.75311 -1.57272
H -1.69528 -2.51854 2.16813
Gd -0.14713 0.17321 0.39202
C -1.90377 -1.44812 -2.46163
C -3.40322 -1.32711 -2.71604
C -1.17684 -1.98159 -3.68792
H -3.87673 -2.31653 -2.69261
H -3.55722 -0.89451 -3.71419
H -3.92326 -0.69880 -1.98152
H -1.46820 -3.03568 -3.84962
H -0.08451 -1.91678 -3.56302
H -1.47543 -1.35362 -4.55240
C -1.29780 -0.04778 -2.05371
C -1.68218 1.32319 -2.54525
H -0.18048 -0.14086 -2.11876
H -1.72787 0.04293 -1.00889
O -2.00983 2.11983 -1.62687
N -1.49599 1.59985 -3.90956
C -0.38041 2.47382 -4.32520
H -2.38185 1.91332 -4.30490
C 0.89314 1.75537 -4.66607
C 2.08333 2.46947 -4.48662
H 2.02457 3.47563 -4.05683
C 3.30544 1.92691 -4.88568
H 4.21948 2.50449 -4.72893
C 3.33233 0.66447 -5.49701
H 4.28837 0.24708 -5.82029
C 2.14878 -0.06447 -5.64617
H 2.17697 -1.05695 -6.09840
C 0.92292 0.47774 -5.22988
H -0.00815 -0.05884 -5.41276
H -0.16277 3.24321 -3.53241
H -0.73293 3.07744 -5.19529
F -1.75643 2.53928 4.30970
Te -0.77957 1.09679 3.53518
F -0.00005 0.34782 5.13869
F 0.83970 2.15374 3.31525
F 0.24579 -0.41337 2.51927
F -2.22583 -0.17784 3.65924
O -1.26465 1.51297 1.78731
```

Summary:
- <S²>: 15.953
- E: -70518.56296 eV
- HOMO (spin up / spin down): -0.276 / -0.286 Eh
- Lowest unoccupied orbital energy (spin up / spin down): -0.1101 / -0.1060 hartree
- Frontier orbital gap (spin up / spin down): 4.52 / 4.89 eV
- Multiplicity: 8
- ΔE to the lowest compared entry with this formula, charge and spin: 0.0 kcal per mole

Here are the Löwdin charges for atoms 1 to 5, given in e:
1 C -0.196
2 C -0.180
3 C -0.208
4 H 0.111
5 C -0.212

[2]
This record from OMol25 describes a molecular structure, C7H7CdN3O2 at a distorted geometry. The level of theory is ωB97M-V with the def2-TZVPD basis set.

```
20
C7H7CdN3O2 | OMol25 | ωB97M-V with the def2-TZVPD basis set
C -0.34280 0.27471 2.63929
C 0.55359 0.59106 1.44843
O 0.28707 -0.35859 0.35968
C -0.40918 0.08515 -0.70148
C -1.55881 0.94695 -0.35678
N -2.31768 1.72198 0.01564
C -0.93437 -1.13860 -1.52818
C -1.45237 -2.12788 -0.58520
N -1.83752 -2.87698 0.19114
N 0.50489 0.90324 -1.68106
C 1.63438 0.65424 -1.88307
O 2.80219 0.37107 -2.10356
H 0.14640 0.47143 3.58794
H -0.59766 -0.78496 2.58365
H -1.28735 0.81206 2.57922
H 0.48666 1.62438 1.10486
H 1.59128 0.41390 1.73155
H -0.12316 -1.59899 -2.09427
H -1.73127 -0.82661 -2.20150
Cd 4.58570 0.84244 -3.10628
```

Summary:
- E: -20477.76613 eV
- HOMO: -0.633 Eh
- Lowest unoccupied orbital energy: -0.5208 hartree
- Frontier orbital gap: 3.04 eV
- Total charge: +2
- Multiplicity: 1

Here are the natural (NBO) charges for atoms 1 to 5, given in e:
1 C -0.651
2 C -0.087
3 O -0.469
4 C 0.388
5 C 0.157

[3]
This record from OMol25 describes a single C4H2ClFO2 molecule at a distorted geometry. The level of theory is ωB97M-V with the def2-TZVPD basis set.

```
10
C4H2ClFO2 | OMol25 | ωB97M-V with the def2-TZVPD basis set
O -0.09180 -1.79756 -1.08836
C -0.09084 -0.61272 -0.39711
C 1.06419 0.12196 -0.04071
F 2.35738 -0.07268 -0.18430
C 0.70966 1.24287 0.67600
O -0.54757 1.28490 0.79512
C -1.11169 0.25523 -0.01497
Cl -2.75299 -0.16919 -0.09733
H -0.86714 -2.27235 -0.95048
H 1.33081 2.01953 1.30214
```

Summary:
- E: -23512.79527 eV
- Structure (SMILES): Oc1c(F)coc1Cl
- HOMO: -0.315 Eh
- Lowest unoccupied orbital energy: 0.0185 hartree
- Frontier orbital gap: 9.07 eV
- Multiplicity: 1
- ΔE to the lowest compared entry with this formula, charge and spin: 18.9 kcal per mole

Here are the natural (NBO) charges for atoms 1 to 5, given in e:
1 O -0.642
2 C 0.170
3 C 0.237
4 F -0.297
5 C 0.067

[4]
This record from OMol25 describes a molecular structure, C15H27AlClN2O6 at a distorted geometry. The level of theory is ωB97M-V with the def2-TZVPD basis set.

```
52
C15H27AlClN2O6 | OMol25 | ωB97M-V with the def2-TZVPD basis set
C 3.11679 -0.31210 0.00577
C 2.27550 -1.46075 0.87766
N 2.06848 -2.69095 0.25183
C 1.65834 -1.19608 2.37308
Al 3.01904 -1.26174 3.90642
N 3.13081 -3.11884 4.48744
Cl 5.02331 -0.30713 3.45935
H 3.42757 0.57723 0.70961
H 2.40361 0.14599 -0.83478
H 4.08925 -0.80705 -0.46101
H 1.49738 -3.32179 0.88673
H 1.14252 -0.13823 2.41117
H 0.84927 -2.05203 2.56184
H 2.36552 -0.47144 5.14025
H 2.55509 -3.17376 5.36796
H 4.12820 -3.36282 4.76044
O 0.22063 0.99182 -0.81376
C 0.20064 1.71602 -1.79524
O 1.26803 2.44409 -2.23658
C 0.85870 3.25570 -3.33636
C -0.37140 2.58503 -3.88949
C -0.99563 1.97441 -2.66031
H 0.65113 4.26551 -2.96708
H 1.66291 3.30713 -4.07611
H -1.03433 3.27268 -4.42130
H -0.07895 1.79006 -4.58628
H -1.66072 2.67662 -2.15006
H -1.51988 1.04540 -2.89595
O -2.35330 0.74102 -5.40182
C -2.37329 1.46523 -6.38331
O -1.30590 2.19330 -6.82464
C -1.71523 3.00491 -7.92442
C -2.94534 2.33424 -8.47755
C -3.56956 1.72361 -7.24837
H -1.92280 4.01472 -7.55514
H -0.91103 3.05634 -8.66417
H -3.60826 3.02188 -9.00937
H -2.65289 1.53927 -9.17434
H -4.23466 2.42583 -6.73812
H -4.09381 0.79461 -7.48401
O 0.95100 -1.24825 8.77856
C 0.19732 -1.94900 8.12350
O 0.56917 -2.65103 7.01306
C -0.58350 -3.26720 6.44083
C -1.58639 -3.35284 7.56146
C -1.26734 -2.13037 8.38436
H -0.93769 -2.64440 5.61268
H -0.31929 -4.25546 6.05334
H -2.62144 -3.38665 7.21122
H -1.40103 -4.25501 8.15708
H -1.80584 -1.24792 8.02783
H -1.46072 -2.29980 9.44611
```

Summary:
- E: -50380.21609 eV
- HOMO: -0.155 Eh
- Lowest unoccupied orbital energy: 0.0589 hartree
- Frontier orbital gap: 5.83 eV
- Total charge: -1
- Multiplicity: 1

Here are the natural (NBO) charges for atoms 1 to 5, given in e:
1 C -0.693
2 C 0.347
3 N -0.750
4 C -1.045
5 Al 1.507

[5]
This record from OMol25 describes 2 unconnected molecules or ions with the total composition C2H8O2 at a distorted geometry. The level of theory is ωB97M-V with the def2-TZVPD basis set.

```
12
C2H8O2 | OMol25 | ωB97M-V with the def2-TZVPD basis set
C -0.96144 -0.00399 -0.71473
C -0.07848 1.10422 -0.20355
O 0.68366 0.61306 0.90742
H -0.48978 -0.58157 -1.50341
H -1.27962 -0.59639 0.13276
H -1.83495 0.44762 -1.19600
H -0.64869 1.98342 0.10732
H 0.64461 1.48554 -0.93162
H 1.26460 1.27900 1.28085
O 0.81742 -2.07471 1.06314
H 1.33150 -1.27721 0.86654
H 0.55117 -2.37901 0.19129
```

Summary:
- E: -6298.25821 eV
- Structure (SMILES): CCO.O
- HOMO: -0.388 Eh
- Lowest unoccupied orbital energy: 0.0294 hartree
- Frontier orbital gap: 11.36 eV
- Multiplicity: 1
- ΔE to the lowest compared entry with this formula, charge and spin: 3.5 kcal per mole

Here are the natural (NBO) charges for atoms 1 to 5, given in e:
1 C -0.642
2 C -0.057
3 O -0.750
4 H 0.205
5 H 0.241

[6]
This record from OMol25 describes 7 unconnected molecules or ions with the total composition H15O7 at a distorted geometry. The level of theory is ωB97M-V with the def2-TZVPD basis set.

```
22
H15O7 | OMol25 | ωB97M-V with the def2-TZVPD basis set
O 18.05729 14.86481 13.91909
H 18.36390 14.74058 13.00910
H 17.81000 14.10078 14.44029
H 17.21679 15.43628 13.88303
O 18.55115 15.18134 11.30803
H 17.94981 15.66507 10.69918
H 19.41906 15.32122 10.93237
O 14.73559 12.08324 14.62004
H 14.31635 12.79053 15.08981
H 15.57659 12.42602 14.53203
O 15.81517 16.15048 14.48781
H 15.30200 16.49867 13.78134
H 15.21277 15.62885 15.01049
O 15.72054 13.99975 12.39511
H 15.77632 13.12026 12.05219
H 14.78730 14.14553 12.56100
O 18.59785 12.25277 12.44281
H 18.33352 11.40262 12.79206
H 18.05638 12.32951 11.66237
O 17.42953 12.71013 15.22561
H 18.20934 12.23762 15.42771
H 16.96049 12.70428 16.04875
```

Summary:
- E: -14569.61851 eV
- HOMO: -0.547 Eh
- Lowest unoccupied orbital energy: -0.1233 hartree
- Frontier orbital gap: 11.53 eV
- Total charge: +1
- Multiplicity: 1
- ΔE to the lowest compared entry with this formula, charge and spin: 39.7 kcal per mole

Here are the natural (NBO) charges for atoms 1 to 5, given in e:
1 O -0.811
2 H 0.569
3 H 0.542
4 H 0.554
5 O -0.972